{
  "formula": "C6H6N2OS",
  "method": "the ωB97M-V functional and the def2-TZVPD basis",
  "species": ["C", "C", "C", "C", "C", "C", "N", "N", "O", "S", "H", "H", "H", "H", "H", "H"],
  "positions_angstrom": [[-0.567826, 2.806907, 0.783645], [0.466992, 3.020120, 1.631227], [-0.629807, 1.445108, 0.367535], [0.428352, 0.738621, 0.846265], [-1.558571, 0.766964, -0.530978], [0.517017, -2.081741, -0.294846], [-1.274568, -0.605444, -0.564522], [-0.423294, -1.179087, 0.300460], [-2.413364, 1.246665, -1.237513], [1.413903, 1.584906, 1.921282], [-1.280142, 3.551949, 0.481670], [0.769242, 3.935168, 2.102745], [-0.005585, -3.014442, -0.533262], [0.974699, -1.697814, -1.214377], [1.287624, -2.300182, 0.440086], [-1.409243, -1.038235, -1.477679]],
  "forces_ev_per_a": [[-0.0463, -0.0783, 0.0870], [0.1515, -0.0443, 0.2030], [0.7503, -0.0322, 0.1317], [-1.1541, -2.4134, -0.8838], [-0.2499, -0.1135, -0.0258], [0.2911, -0.2519, -0.5723], [-0.3657, -0.4090, -0.8379], [0.8870, 2.4808, 1.8376], [0.0082, 0.1173, 0.0658], [-0.3113, 0.1577, -0.1711], [-0.0975, 0.2075, -0.0380], [0.0131, 0.2494, 0.0307], [-0.0253, -0.0130, 0.0338], [-0.0028, -0.0106, 0.0595], [-0.0396, -0.0135, -0.0430], [0.1912, 0.1669, 0.1227]],
  "e_above_lowest_kcal_mol": 76.09,
  "max_force_ha_per_bohr": 0.0625,
  "homo_lumo_gap_ev": [7.92, 7.96],
  "homo_ev": [-8.5, -8.6]
}



{
  "formula": "C3HN3O2",
  "method": "the ωB97M-V functional and the def2-TZVPD basis",
  "species": ["C", "C", "C", "N", "N", "N", "O", "O", "H"],
  "positions_angstrom": [[0.807070, 1.098361, -0.834533], [-1.009807, -0.545557, -0.882835], [0.054140, 0.030990, -0.156110], [1.480288, 1.871472, -1.316158], [-1.860042, -1.111863, -1.403528], [-0.095462, 0.018037, 1.394485], [0.011732, 1.066440, 1.931056], [-0.192927, -1.077018, 1.784996], [0.805007, -1.350863, -0.517374]],
  "forces_ev_per_a": [[-1.5593, -1.8950, 1.9918], [-1.6123, 0.0582, -0.0060], [3.3968, -3.2214, -1.9158], [1.0041, 1.3331, -0.8924], [-0.2211, 0.0265, -0.2301], [1.1199, 1.0598, -3.4903], [-0.1839, 1.0613, 1.0556], [-0.7440, -2.3059, 2.0917], [-1.2001, 3.8834, 1.3955]],
  "e_above_lowest_kcal_mol": 140.53,
  "max_force_ha_per_bohr": 0.0984,
  "homo_lumo_gap_ev": 10.00,
  "homo_ev": -11.8
}